Entry 1:
The following is a quantum chemistry calculation of C6H14NO as an isolated structure at a distorted geometry, from the OMol25 dataset.

Calculated values
Orbital gap, eV: 5.009
F_max, eV/Å: 6.128
Relative energy (zero: lowest compared OMol25 entry of this formula, charge and spin), kcal/mol: 208.79
HOMO energy, eV: -2.7
Calculated total energy, eV: -9977.5698

Structure (ORCA input):
```
! wB97M-V def2-TZVPD RIJCOSX def2/J DEFGRID3
* xyz -1 1
O 3.281 2.282 1.328
N 0.362 1.627 -0.048
C -1.849 -0.521 -0.296
C -2.898 -2.102 -0.399
C 1.930 2.265 0.940
C 1.924 -0.258 0.728
C -0.796 -0.647 -1.265
C 1.708 1.002 -0.057
H -0.064 0.810 -0.689
H -1.072 -0.115 -2.214
H -3.847 -1.835 0.048
H 2.223 0.852 -1.046
H 1.603 -0.083 1.747
H -2.781 0.086 -0.489
H 1.338 2.097 1.906
H -1.654 -0.447 0.806
H -0.414 -1.649 -1.313
H -2.968 -2.224 -1.480
H 1.780 3.271 0.567
H 3.007 -0.356 0.787
H -2.354 -2.865 0.120
H 1.541 -1.190 0.320
*
```

***

Entry 2:
The following is a quantum chemistry calculation of one molecule with the formula C6H6 at a distorted geometry, from the OMol25 dataset.

Calculated values
Orbital gap, eV: 10.351
F_max, eV/Å: 2.179
SMILES: c1ccccc1
Relative energy (zero: lowest compared OMol25 entry of this formula, charge and spin), kcal/mol: 12.75
HOMO energy, eV: -9.3
Calculated total energy, eV: -6318.6475

Structure (ORCA input):
```
! wB97M-V def2-TZVPD RIJCOSX def2/J DEFGRID3
* xyz 0 1
C 0.256 1.225 -0.519
C -0.306 -1.194 0.616
C -0.992 0.652 -0.761
C -1.324 -0.469 0.009
C 1.330 0.489 0.021
C 1.012 -0.794 0.459
H -2.344 -0.746 0.237
H -1.769 1.114 -1.386
H 2.275 1.018 0.123
H 0.617 2.185 -0.919
H 1.787 -1.396 0.931
H -0.542 -2.085 1.189
*
```

***

Entry 3:
The following is a quantum chemistry calculation of C20H27IrN6S3 as an isolated structure at a distorted geometry, from the OMol25 dataset.

Calculated values
Orbital gap (spin up / spin down), eV: 5.636 / 5.560
F_max, eV/Å: 3.416
<S²>: 0.760
Relative energy (zero: lowest compared OMol25 entry of this formula, charge and spin), kcal/mol: 17.72
HOMO energy (spin up / spin down), eV: -16.5 / -16.5
Calculated total energy, eV: -65436.9108

Structure (ORCA input):
```
! wB97M-V def2-TZVPD RIJCOSX def2/J DEFGRID3
* xyz 3 2
Ir -0.039 -0.492 0.210
S -1.576 1.337 -0.052
S -1.265 -3.707 3.642
S -0.781 -0.956 2.422
N -3.942 0.131 -0.641
N -3.697 0.559 1.474
N 2.612 3.402 0.196
N -0.921 -3.323 1.147
N -0.596 -2.583 0.076
N -0.119 -0.926 -1.927
C 0.371 -0.485 -4.216
C 3.994 0.792 -0.787
C 0.175 -0.071 -2.905
C 0.277 -1.833 -4.510
C 2.564 -1.232 0.434
C 4.626 -0.403 -0.470
C 1.937 -0.045 0.089
C 2.399 3.027 1.627
C 3.915 -1.415 0.156
C -0.584 -3.099 -1.097
C -5.060 0.001 1.426
C -3.141 0.616 0.286
C -2.031 -2.620 4.869
C -0.235 -2.239 -2.212
C 2.647 1.003 -0.491
C 2.055 4.757 -0.104
C 2.062 2.365 -0.754
C -5.261 -0.238 -0.089
C -0.043 -2.724 -3.491
C -1.004 -2.691 2.267
H 1.351 2.773 1.774
H 0.450 -2.189 -5.517
H 0.979 2.369 -0.631
H -0.134 -3.786 -3.679
H -0.825 -4.148 -1.240
H 0.585 0.246 -4.983
H -6.036 0.398 -0.510
H 2.326 5.050 -1.116
H -5.495 -1.272 -0.328
H 2.305 2.699 -1.763
H 0.972 4.730 -0.006
H -5.778 0.709 1.833
H 0.228 0.975 -2.636
H 2.462 5.480 0.598
H 3.022 2.174 1.881
H 4.396 -2.344 0.431
H -5.112 -0.917 2.007
H -3.750 0.168 -1.629
H -1.795 -3.042 5.843
H 2.024 -2.036 0.935
H 3.622 3.447 0.043
H -1.651 -1.604 4.814
H 2.664 3.867 2.264
H -3.108 -2.639 4.727
H 5.676 -0.537 -0.694
H 4.561 1.569 -1.291
H -3.276 0.954 2.300
*
```

***

Entry 4:
The following is a quantum chemistry calculation of C30H32N8O2PTa as an isolated structure at a distorted geometry, from the OMol25 dataset.

Calculated values
Orbital gap, eV: 4.403
F_max, eV/Å: 1.428
Relative energy (zero: lowest compared OMol25 entry of this formula, charge and spin), kcal/mol: 3.94
HOMO energy, eV: -18.7
Calculated total energy, eV: -58444.1161

Structure (ORCA input):
```
! wB97M-V def2-TZVPD RIJCOSX def2/J DEFGRID3
* xyz 4 1
Ta 0.017 -0.074 -0.044
P -1.213 -0.239 2.282
O 1.549 0.442 1.215
O 0.558 1.709 -0.465
N 3.588 -3.343 -1.269
N 1.633 2.335 0.083
N 2.122 1.615 0.993
N -4.170 -7.772 -2.518
N -0.836 -1.824 -0.836
N 1.656 -1.444 -0.717
N -4.383 1.145 -1.857
N -1.827 0.566 -0.994
C -2.223 1.839 -1.182
C -2.831 -5.423 -1.895
C -0.087 -0.645 3.665
C -2.165 -1.808 -1.187
C -3.515 2.113 -1.622
C 2.947 -1.106 -0.826
C -2.715 -0.439 -1.276
C -4.224 -5.529 -1.733
C -2.143 -4.196 -1.570
C 3.861 3.240 1.460
C 4.958 1.458 3.331
C 3.909 -2.068 -1.125
C -1.353 2.614 2.418
C -2.125 1.311 2.594
C 4.996 3.586 2.164
C -3.993 -0.115 -1.700
C -0.741 -4.152 -1.359
C 3.821 1.084 2.645
C -2.830 -2.951 -1.516
C -4.841 -6.731 -2.043
C 3.292 1.986 1.716
C -3.394 -1.624 3.405
C -2.138 -6.545 -2.383
C -0.131 -2.979 -1.025
C -2.859 -7.688 -2.694
C 0.558 0.519 4.409
C 1.317 -2.741 -0.943
C 2.308 -3.681 -1.191
C -2.428 -1.608 2.213
C 5.541 2.703 3.095
H -0.727 -1.208 4.353
H -1.022 2.763 1.388
H -3.838 3.135 -1.784
H -3.869 -2.908 -1.809
H -4.824 -4.724 -1.331
H 1.184 1.143 3.775
H 3.432 3.921 0.738
H -3.034 1.279 1.985
H 3.363 0.122 2.820
H -5.908 -6.859 -1.907
H 4.950 -1.789 -1.233
H 2.063 -4.724 -1.351
H -4.020 -2.512 3.341
H -2.364 -8.563 -3.099
H -1.075 -6.535 -2.575
H -2.987 -1.530 1.279
H 5.460 4.548 1.991
H -1.842 -2.532 2.167
H -4.720 -0.882 -1.939
H -0.152 -5.050 -1.473
H -1.502 2.623 -1.003
H -0.190 1.148 4.890
H -2.005 3.449 2.670
H 0.645 -1.368 3.292
H -2.875 -1.666 4.361
H -4.050 -0.755 3.403
H 5.397 0.785 4.054
H 6.430 2.989 3.642
H -0.484 2.673 3.072
H 3.232 -0.071 -0.692
H -2.466 1.193 3.631
H 1.187 0.115 5.202
*
```

***

Entry 5:
The following is a quantum chemistry calculation of one molecule with the formula CHIN2O2S at a distorted geometry, from the OMol25 dataset.

Calculated values
Orbital gap, eV: 9.659
F_max, eV/Å: 2.864
Relative energy (zero: lowest compared OMol25 entry of this formula, charge and spin), kcal/mol: 3.43
HOMO energy, eV: -10.0
Calculated total energy, eV: -27061.2523

Structure (ORCA input):
```
! wB97M-V def2-TZVPD RIJCOSX def2/J DEFGRID3
* xyz 0 1
I 2.930 0.461 -0.195
S -0.134 -2.129 1.900
O -0.895 -0.969 0.889
O -0.401 -1.721 3.266
N 1.467 -1.572 1.269
N 0.050 -0.039 0.317
C 1.274 -0.551 0.589
H -0.026 0.134 -0.666
*
```

***

> Number 5 is which compound?

CHIN2O2S